Record 1
A structure of composition C32H20Cl5O8PW in a non-equilibrium geometry, computed with ωB97M-V/def2-TZVPD.

Structure (XYZ):
```
67
Properties=species:S:1:pos:R:3:nbo_charge:R:1
W 1.1461 0.4520 -0.0108 1.90
O 0.8321 2.6200 0.0019 -0.56
C 0.2946 2.4022 -1.1178 0.78
O 0.8369 1.4467 -1.7993 -0.64
C -1.0614 2.8479 -1.4469 -0.09
C -1.4987 4.1117 -1.7971 -0.18
C -2.8575 4.3116 -1.9910 -0.14
C -3.7579 3.2687 -1.8143 -0.16
C -3.3151 2.0119 -1.4269 -0.17
C -1.9585 1.7880 -1.2413 -0.36
P -1.3323 0.1657 -0.6423 1.23
C -2.3193 -0.1260 0.8426 -0.45
C -2.6229 0.9601 1.6681 -0.13
C -3.3100 0.7538 2.8533 -0.21
C -3.6960 -0.5304 3.2210 -0.15
C -3.3813 -1.6139 2.4102 -0.20
C -2.6805 -1.4200 1.2285 -0.20
C -1.8272 -0.9707 -1.9552 -0.43
C -1.0572 -0.9548 -3.1227 -0.13
C -1.4175 -1.7458 -4.1981 -0.21
C -2.5497 -2.5459 -4.1161 -0.14
C -3.3365 -2.5289 -2.9740 -0.19
C -2.9838 -1.7436 -1.8876 -0.18
H -0.7948 4.9221 -1.9331 0.25
H -3.2140 5.2931 -2.2721 0.25
H -4.8144 3.4387 -1.9699 0.25
H -4.0243 1.2099 -1.2599 0.24
H -2.3346 1.9649 1.3812 0.22
H -3.5455 1.5946 3.4921 0.25
H -4.2380 -0.6915 4.1436 0.25
H -3.6754 -2.6144 2.7008 0.25
H -2.4177 -2.2682 0.6081 0.24
H -0.2136 -0.2843 -3.2052 0.21
H -0.8227 -1.7351 -5.1016 0.24
H -2.8286 -3.1741 -4.9513 0.24
H -4.2323 -3.1331 -2.9264 0.24
H -3.6136 -1.7285 -1.0084 0.23
O -0.7716 -1.9764 5.3226 -0.35
C -0.3675 -1.5507 4.2950 0.40
C -0.1548 -2.3688 2.9863 0.42
O -0.2155 -3.5491 2.8492 -0.38
C 0.2258 -1.3280 1.9807 0.29
C 0.3506 -0.0984 2.5619 0.11
O 0.6429 0.8817 1.6884 -0.54
C 0.0009 -0.0679 3.9953 0.43
O 0.0084 0.8437 4.7622 -0.40
O 0.3795 -1.3811 0.6822 -0.63
C 5.3946 2.4511 -0.7717 -0.65
C 4.4245 1.6839 0.0927 -0.06
O 3.1237 1.5852 -0.5986 -0.73
H 6.3536 2.5185 -0.2598 0.26
H 5.0508 3.4707 -0.9615 0.22
H 5.5561 1.9411 -1.7220 0.23
H 4.2541 2.1678 1.0527 0.20
H 4.7698 0.6671 0.2474 0.20
H 3.0822 2.3706 -1.1533 0.52
Cl 1.9863 -1.2560 -2.0544 0.21
C 2.9922 -1.7371 -0.7104 -0.04
C 2.7967 -0.8816 0.3592 -0.34
C 3.5441 -1.1639 1.5066 0.02
Cl 3.5243 -0.0198 2.8101 0.07
C 4.4072 -2.2573 1.5645 -0.12
Cl 5.3191 -2.5398 2.9733 0.14
C 4.5416 -3.0987 0.4509 -0.05
Cl 5.5925 -4.4316 0.5086 0.15
C 3.8296 -2.8283 -0.7262 -0.09
Cl 3.9813 -3.8012 -2.1140 0.13
```

Computed properties:
energy above the lowest of the compared OMol25 structures with the same formula, charge and spin: 12.05 kcal/mol
charge: +2
F_max: 2.7 eV/Å
E_tot: -123598.005 eV
Kohn-Sham gap (spin up / spin down): 5.94 / 5.94 eV
highest occupied orbital energy (spin up / spin down): -0.538 / -0.538 hartree
LUMO energy (spin up / spin down): -8.72 / -8.72 eV

Record 2
A structure of composition C32H20CoF6N5O4PS3 in a non-equilibrium geometry, computed with ωB97M-V/def2-TZVPD.

Structure (XYZ):
```
72
Properties=species:S:1:pos:R:3:lowdin_spin:R:1
Co -0.1935 1.2750 0.0946 1.02
F -3.8003 2.7249 0.1531 0.00
C -3.7453 3.0680 1.4498 0.00
F -4.2706 2.0742 2.1692 0.00
F -4.4795 4.1601 1.6301 0.00
S -1.9703 3.4052 1.8970 0.00
O -1.2755 2.1607 1.6012 0.00
O -1.9955 3.7927 3.2628 0.00
N -1.6585 4.5980 0.9374 0.00
S -0.8084 4.5047 -0.3799 0.00
O 0.3252 5.3664 -0.3803 0.00
O -0.6087 3.1494 -0.8594 0.02
C -1.9800 5.1975 -1.6518 0.00
F -2.6313 6.2631 -1.2054 0.00
F -2.8673 4.2588 -1.9883 0.00
F -1.2855 5.5336 -2.7353 0.00
S -1.7469 -2.2000 -6.1731 0.00
N -0.3640 -1.5382 -5.6524 0.00
C -0.6079 -0.9987 -4.4756 0.00
C 0.3458 -0.2788 -3.6677 0.00
C 1.6289 0.0602 -4.0758 0.00
C 2.4363 0.7592 -3.2031 0.00
C 1.9582 1.0690 -1.9379 0.00
N 0.7333 0.7730 -1.5337 -0.01
C -0.0917 0.1299 -2.3954 0.00
C -1.4266 -0.1225 -1.9344 0.00
N -1.6882 0.2193 -0.6519 0.00
C -2.9002 -0.0035 -0.1672 0.00
C -3.9311 -0.5368 -0.9269 0.00
C -3.6811 -0.9062 -2.2352 0.00
C -2.4035 -0.7233 -2.7485 0.00
C -1.9647 -1.1732 -4.0480 0.00
N -2.7027 -1.8285 -4.9206 0.00
H 1.9648 -0.2265 -5.0635 0.00
H 3.4275 1.0730 -3.4961 0.00
H 2.5887 1.5786 -1.2209 0.00
H -3.0396 0.2302 0.8799 0.00
H -4.9070 -0.6613 -0.4803 0.00
H -4.4449 -1.3570 -2.8546 0.00
C 1.7498 -3.7427 -1.9198 0.00
C 0.4388 -3.7218 -1.4672 0.00
C 0.0841 -2.8748 -0.4282 0.00
C 1.0285 -2.0398 0.1714 0.00
C 2.3365 -2.0552 -0.3001 0.00
C 2.6932 -2.9064 -1.3380 0.00
P 0.4049 -1.0480 1.5870 0.03
C 0.7513 -2.2608 2.9355 0.01
C -0.1772 -2.4112 3.9611 0.00
C 0.0319 -3.3365 4.9744 0.00
C 1.1716 -4.1252 4.9706 0.00
C 2.1052 -3.9780 3.9534 0.00
C 1.8976 -3.0549 2.9412 0.00
C 1.6450 0.2632 1.8941 0.00
C 2.5629 0.2906 2.9428 0.00
C 3.3093 1.4388 3.1668 0.00
C 3.1414 2.5511 2.3576 0.00
C 2.2122 2.5389 1.3190 -0.01
C 1.4343 1.4060 1.1014 -0.06
H 2.0379 -4.4030 -2.7284 0.00
H -0.3096 -4.3623 -1.9198 0.00
H -0.9369 -2.8663 -0.0588 0.00
H 3.0759 -1.3914 0.1349 0.00
H 3.7167 -2.9160 -1.6930 0.00
H -1.0729 -1.8010 3.9614 0.00
H -0.6974 -3.4473 5.7668 0.00
H 1.3328 -4.8546 5.7537 0.00
H 2.9994 -4.5889 3.9459 0.00
H 2.6267 -2.9581 2.1483 0.00
H 2.6735 -0.5706 3.5914 0.00
H 4.0092 1.4719 3.9925 0.00
H 3.7081 3.4541 2.5548 0.00
H 2.0768 3.4304 0.7152 0.00
```

Computed properties:
energy above the lowest of the compared OMol25 structures with the same formula, charge and spin: 6.97 kcal/mol
charge: 0
F_max: 1.5 eV/Å
E_tot: -144876.170 eV
multiplicity: 2
Kohn-Sham gap (spin up / spin down): 6.80 / 6.81 eV
highest occupied orbital energy (spin up / spin down): -0.296 / -0.297 hartree
LUMO energy (spin up / spin down): -1.26 / -1.26 eV

Record 3
A structure of composition C32H20N6RuTe in a non-equilibrium geometry, computed with ωB97M-V/def2-TZVPD.

Structure (XYZ):
```
60
Properties=species:S:1:pos:R:3:nbo_charge:R:1
Ru 0.2230 -0.8826 -0.9292 0.92
N 1.3332 5.4564 7.0486 -0.21
C 1.3083 4.7312 6.1574 0.23
C 1.2725 3.8235 5.0329 -0.12
C 2.3267 3.8016 4.1242 -0.15
C 2.2773 2.9551 3.0323 -0.21
C 1.1841 2.1096 2.8492 -0.03
C 0.1468 2.1096 3.7835 -0.22
C 0.1825 2.9733 4.8638 -0.14
C 1.0959 1.2055 1.6831 0.25
C 0.9642 -0.1726 1.9250 -0.03
C 1.2073 -0.8415 3.1213 -0.08
C 1.2102 -2.2211 2.8627 -0.25
C 0.9663 -2.3678 1.5218 0.00
N 0.8025 -1.1420 0.9265 -0.38
C 1.1979 1.7196 0.3968 -0.01
C 1.5698 3.0173 -0.0064 -0.12
C 1.7057 3.0127 -1.3849 -0.27
C 1.3708 1.7320 -1.8061 0.06
N 1.0377 0.9472 -0.7561 -0.50
H 3.1821 4.4447 4.2800 0.25
H 3.1131 2.9214 2.3444 0.23
H -0.7045 1.4534 3.6468 0.23
H -0.6289 2.9906 5.5792 0.25
H 1.4124 -0.3577 4.0650 0.26
H 1.3812 -3.0217 3.5651 0.27
H 0.9085 -3.2821 0.9564 0.23
H 1.7271 3.8557 0.6545 0.26
H 2.0022 3.8349 -2.0167 0.26
H 1.3415 1.3544 -2.8171 0.23
N 1.8291 -1.8761 -1.7099 -0.36
C 2.9667 -2.0128 -1.7367 0.47
C 4.3765 -2.2052 -1.7817 -0.25
C 4.9111 -3.5020 -1.7256 0.21
N 5.3379 -4.5766 -1.6634 -0.12
C 5.1845 -1.0503 -1.8325 0.22
N 5.7951 -0.0679 -1.8577 -0.14
Te -1.5352 -2.9608 -1.1014 0.87
C -3.5256 -2.3688 -0.8171 -0.30
C -4.4640 -3.2056 -1.4004 -0.23
C -5.8034 -2.8415 -1.3272 -0.17
C -6.1753 -1.6683 -0.6846 -0.16
C -5.2201 -0.8584 -0.0823 -0.21
C -3.8789 -1.2095 -0.1376 -0.19
C -1.1495 -1.5964 -2.7041 -0.28
C -1.4888 -0.2375 -2.5497 -0.34
C -1.2816 0.6488 -3.6228 -0.12
C -0.7532 0.1859 -4.8018 -0.18
C -0.4116 -1.1713 -4.9515 -0.15
C -0.5931 -2.0568 -3.9183 -0.23
H -4.1730 -4.1199 -1.9025 0.24
H -6.5536 -3.4811 -1.7742 0.25
H -7.2196 -1.3883 -0.6421 0.25
H -5.5199 0.0399 0.4416 0.24
H -3.1391 -0.6029 0.3702 0.20
H -2.0819 0.0979 -1.6996 0.26
H -1.5699 1.6868 -3.5190 0.24
H -0.6180 0.8680 -5.6313 0.25
H -0.0171 -1.5278 -5.8950 0.25
H -0.3457 -3.1020 -4.0457 0.25
```

Computed properties:
energy above the lowest of the compared OMol25 structures with the same formula, charge and spin: 26.45 kcal/mol
charge: +2
F_max: 5.5 eV/Å
E_tot: -52302.433 eV
Kohn-Sham gap (spin up / spin down): 3.96 / 3.84 eV
highest occupied orbital energy (spin up / spin down): -0.525 / -0.525 hartree
LUMO energy (spin up / spin down): -10.32 / -10.45 eV

Copy entry 3 word for word.
A structure of composition C32H20N6RuTe in a non-equilibrium geometry, computed with ωB97M-V/def2-TZVPD.

Structure (XYZ):
```
60
Properties=species:S:1:pos:R:3:nbo_charge:R:1
Ru 0.2230 -0.8826 -0.9292 0.92
N 1.3332 5.4564 7.0486 -0.21
C 1.3083 4.7312 6.1574 0.23
C 1.2725 3.8235 5.0329 -0.12
C 2.3267 3.8016 4.1242 -0.15
C 2.2773 2.9551 3.0323 -0.21
C 1.1841 2.1096 2.8492 -0.03
C 0.1468 2.1096 3.7835 -0.22
C 0.1825 2.9733 4.8638 -0.14
C 1.0959 1.2055 1.6831 0.25
C 0.9642 -0.1726 1.9250 -0.03
C 1.2073 -0.8415 3.1213 -0.08
C 1.2102 -2.2211 2.8627 -0.25
C 0.9663 -2.3678 1.5218 0.00
N 0.8025 -1.1420 0.9265 -0.38
C 1.1979 1.7196 0.3968 -0.01
C 1.5698 3.0173 -0.0064 -0.12
C 1.7057 3.0127 -1.3849 -0.27
C 1.3708 1.7320 -1.8061 0.06
N 1.0377 0.9472 -0.7561 -0.50
H 3.1821 4.4447 4.2800 0.25
H 3.1131 2.9214 2.3444 0.23
H -0.7045 1.4534 3.6468 0.23
H -0.6289 2.9906 5.5792 0.25
H 1.4124 -0.3577 4.0650 0.26
H 1.3812 -3.0217 3.5651 0.27
H 0.9085 -3.2821 0.9564 0.23
H 1.7271 3.8557 0.6545 0.26
H 2.0022 3.8349 -2.0167 0.26
H 1.3415 1.3544 -2.8171 0.23
N 1.8291 -1.8761 -1.7099 -0.36
C 2.9667 -2.0128 -1.7367 0.47
C 4.3765 -2.2052 -1.7817 -0.25
C 4.9111 -3.5020 -1.7256 0.21
N 5.3379 -4.5766 -1.6634 -0.12
C 5.1845 -1.0503 -1.8325 0.22
N 5.7951 -0.0679 -1.8577 -0.14
Te -1.5352 -2.9608 -1.1014 0.87
C -3.5256 -2.3688 -0.8171 -0.30
C -4.4640 -3.2056 -1.4004 -0.23
C -5.8034 -2.8415 -1.3272 -0.17
C -6.1753 -1.6683 -0.6846 -0.16
C -5.2201 -0.8584 -0.0823 -0.21
C -3.8789 -1.2095 -0.1376 -0.19
C -1.1495 -1.5964 -2.7041 -0.28
C -1.4888 -0.2375 -2.5497 -0.34
C -1.2816 0.6488 -3.6228 -0.12
C -0.7532 0.1859 -4.8018 -0.18
C -0.4116 -1.1713 -4.9515 -0.15
C -0.5931 -2.0568 -3.9183 -0.23
H -4.1730 -4.1199 -1.9025 0.24
H -6.5536 -3.4811 -1.7742 0.25
H -7.2196 -1.3883 -0.6421 0.25
H -5.5199 0.0399 0.4416 0.24
H -3.1391 -0.6029 0.3702 0.20
H -2.0819 0.0979 -1.6996 0.26
H -1.5699 1.6868 -3.5190 0.24
H -0.6180 0.8680 -5.6313 0.25
H -0.0171 -1.5278 -5.8950 0.25
H -0.3457 -3.1020 -4.0457 0.25
```

Computed properties:
energy above the lowest of the compared OMol25 structures with the same formula, charge and spin: 26.45 kcal/mol
charge: +2
F_max: 5.5 eV/Å
E_tot: -52302.433 eV
Kohn-Sham gap (spin up / spin down): 3.96 / 3.84 eV
highest occupied orbital energy (spin up / spin down): -0.525 / -0.525 hartree
LUMO energy (spin up / spin down): -10.32 / -10.45 eV